Record 1
Entry from OMol25: a molecular structure, C18H27CrN5SbSe4 (the ωB97M-V functional and the def2-TZVPD basis).

Last column: Löwdin charge in e.
CARTESIAN COORDINATES (ANGSTROEM)
Cr (-0.6530, -0.1444, -0.5217)  0.490
N (-1.8759, 0.3459, -2.2274)  -0.061
C (-3.2944, 0.4450, -1.9117)  -0.221
C (-3.4965, 0.8835, -0.4338)  -0.161
N (-2.5134, 0.2315, 0.4714)  -0.131
C (-3.0273, -0.9716, 1.2131)  -0.177
C (-2.6695, -2.1824, 0.4071)  -0.251
N (-1.2519, -2.0655, -0.0516)  -0.108
H (-1.7948, -0.2718, -3.0045)  -0.082
H (-1.5889, 1.1703, -2.7092)  0.065
H (-3.7306, 1.1868, -2.5193)  0.091
H (-3.7524, -0.6027, -2.1945)  0.089
H (-3.2535, 1.9876, -0.3912)  0.132
H (-4.4885, 0.8240, -0.0620)  0.092
H (-2.1984, 0.9062, 1.2208)  0.067
H (-2.4591, -1.0669, 2.1609)  0.126
H (-4.1168, -0.9557, 1.3898)  0.120
H (-2.7903, -3.0186, 1.1473)  0.127
H (-3.2852, -2.3608, -0.4521)  0.017
H (-0.4753, -2.3714, 0.6072)  0.093
H (-1.1200, -2.7236, -0.8692)  -0.021
Se (-0.7438, -0.8359, -5.3944)  -0.297
Sb (-0.2419, -2.7076, -3.9815)  -0.283
Se (1.1058, -1.4299, -2.0724)  0.174
Se (-2.5788, -3.0638, -2.9679)  -0.168
Se (1.1323, -4.6318, -4.4765)  -0.321
C (-0.8545, 1.9639, 2.2646)  -0.067
C (-0.0997, 0.5910, 2.3638)  -0.397
C (0.5478, 0.2690, 3.5198)  -0.135
C (1.2929, -0.8804, 3.2680)  -0.092
C (1.0760, -1.1957, 1.9049)  -0.377
C (1.9356, -2.1986, 1.1680)  -0.084
N (0.2243, -0.2800, 1.3821)  -0.030
H (-0.2352, 2.6933, 2.8019)  0.080
H (-1.8391, 1.9807, 2.7400)  0.069
H (-0.9478, 2.2540, 1.2753)  0.003
H (0.7267, 0.9749, 4.3687)  0.100
H (1.9640, -1.4477, 3.9015)  0.083
H (1.8171, -2.0804, 0.0844)  -0.081
H (1.6677, -3.2616, 1.5214)  0.098
H (2.9075, -1.9995, 1.5403)  0.052
C (0.3563, 1.7709, -1.0503)  -0.206
C (1.8449, 1.8095, -0.8563)  -0.303
C (2.8673, 1.4665, -1.7398)  -0.081
C (4.1833, 1.3736, -1.3116)  -0.010
C (4.5444, 1.5970, 0.0567)  -0.274
C (3.5435, 1.9393, 0.9386)  -0.027
C (2.2231, 2.1414, 0.4567)  -0.037
C (5.8571, 1.4033, 0.5013)  -0.221
N (6.9704, 1.2156, 0.8366)  0.103
H (0.1051, 1.7436, -2.1202)  0.023
H (-0.1170, 2.6685, -0.6066)  0.045
H (2.5270, 1.1975, -2.6887)  0.070
H (4.9209, 1.0234, -2.0216)  0.109
H (3.6659, 2.2190, 1.9753)  0.108
H (1.4866, 2.4713, 1.1486)  0.077

Values from the calculation:
2S+1: 4
E_LUMO (alpha / beta), eV: 3.8 / 3.8
<S²>: 3.84
HOMO energy (alpha / beta), hartree: -0.04975 / -0.05030
Gap between HOMO and LUMO (alpha / beta), eV: 5.17 / 5.19
Net charge: -2

Record 2
Entry from OMol25: 4 unconnected molecules or ions with the total composition C18H27F9N2O10 (the ωB97M-V functional and the def2-TZVPD basis).

Last column: Löwdin charge in e.
CARTESIAN COORDINATES (ANGSTROEM)
C (0.0497, 1.6556, 4.3605)  0.018
C (0.3072, 2.2749, 3.0156)  -0.510
O (0.6636, 1.6412, 2.0622)  0.114
O (0.1573, 3.6250, 2.9067)  -0.003
C (-1.0553, 4.1619, 3.4571)  -0.186
C (-1.3823, 5.4642, 2.7515)  -0.129
C (-2.3728, 6.2747, 3.5752)  -0.162
O (-3.5399, 5.5149, 3.9261)  0.017
C (-4.4852, 5.4468, 2.9821)  -0.556
O (-4.3965, 5.9620, 1.8967)  0.124
N (-5.5836, 4.6706, 3.4159)  -0.027
N (-5.5030, 3.3014, 3.0436)  0.034
H (0.7463, 2.0435, 5.1039)  0.098
H (0.1820, 0.5816, 4.2650)  0.090
H (-0.9641, 1.8433, 4.7123)  0.082
H (-0.9766, 4.3176, 4.5374)  0.134
H (-1.8708, 3.4550, 3.2845)  0.128
H (-1.7807, 5.2680, 1.7567)  0.124
H (-0.4843, 6.0753, 2.6393)  0.131
H (-1.9062, 6.5247, 4.5292)  0.130
H (-2.6440, 7.2052, 3.0818)  0.129
H (-6.4469, 5.0645, 3.0676)  0.122
H (-4.7929, 3.1287, 2.3425)  0.085
H (-5.3511, 2.7285, 3.8621)  0.081
C (2.4923, -0.3517, 0.7147)  -0.060
C (3.9670, -0.6395, 0.8702)  -0.185
O (4.2861, -2.0095, 0.5240)  0.034
C (4.4358, -2.2670, -0.7627)  -0.407
O (4.3523, -1.4996, -1.6762)  0.169
C (4.7994, -3.7544, -0.9523)  -0.542
F (4.0333, -4.5529, -0.2029)  0.170
F (6.0793, -3.9579, -0.6004)  0.159
F (4.6544, -4.1100, -2.2271)  0.161
H (1.9006, -1.0566, 1.2992)  0.087
H (2.2634, 0.6561, 1.0532)  0.053
H (2.1871, -0.4425, -0.3283)  0.084
H (4.2766, -0.5387, 1.9084)  0.124
H (4.5759, 0.0338, 0.2679)  0.125
C (7.0699, -4.9037, -3.7742)  -0.069
C (8.1756, -5.0037, -4.8010)  -0.186
O (8.5648, -6.3774, -5.0234)  0.033
C (7.8040, -7.0710, -5.8556)  -0.404
O (6.8382, -6.6875, -6.4461)  0.171
C (8.3749, -8.4967, -6.0097)  -0.547
F (8.7129, -9.0197, -4.8260)  0.166
F (9.4724, -8.4640, -6.7804)  0.164
F (7.4831, -9.2978, -6.5842)  0.173
H (7.3687, -5.3918, -2.8464)  0.085
H (6.8520, -3.8582, -3.5677)  0.080
H (6.1597, -5.3825, -4.1313)  0.080
H (9.0797, -4.5105, -4.4505)  0.125
H (7.8880, -4.5510, -5.7491)  0.126
C (-8.0399, 0.6147, -2.7159)  -0.059
C (-8.2832, 1.8251, -1.8422)  -0.193
O (-8.5017, 1.4412, -0.4677)  0.033
C (-7.4137, 1.2046, 0.2493)  -0.404
O (-6.2775, 1.2751, -0.1161)  0.164
C (-7.8126, 0.8537, 1.6970)  -0.555
F (-8.8246, -0.0216, 1.7326)  0.165
F (-8.1943, 1.9601, 2.3419)  0.158
F (-6.7793, 0.3182, 2.3463)  0.160
H (-8.8635, -0.0936, -2.6232)  0.084
H (-7.9569, 0.9202, -3.7584)  0.083
H (-7.1203, 0.1047, -2.4317)  0.079
H (-9.1935, 2.3426, -2.1364)  0.125
H (-7.4564, 2.5323, -1.8931)  0.126

Values from the calculation:
E_LUMO, eV: 0.4
Energy above the lowest of the compared OMol25 structures with the same formula, charge and spin, kJ/mol: 15.6
SMILES: CC(=O)OCCCOC(=O)NN.CCOC(=O)C(F)(F)F.CCOC(=O)C(F)(F)F.CCOC(=O)C(F)(F)F
HOMO energy, hartree: -0.35575
Gap between HOMO and LUMO, eV: 10.05
Net charge: 0

Record 3
Entry from OMol25: a molecular structure, C18H27Ge2MoN9 (the ωB97M-V functional and the def2-TZVPD basis).

Last column: Löwdin charge in e.
CARTESIAN COORDINATES (ANGSTROEM)
Mo (-0.2527, 0.1595, 1.0588)  1.533
C (-1.1837, 3.3854, 4.5713)  -0.118
C (-1.6211, 3.0900, 3.1243)  -0.346
Ge (-1.8390, 1.1883, 2.8279)  1.179
C (-3.1445, 0.0032, 3.6351)  -0.352
C (-3.8524, 0.6433, 4.8337)  -0.118
C (0.4730, 0.1537, 2.9987)  -0.197
C (1.4769, 0.2462, 2.1345)  -0.237
Ge (5.0777, -1.0000, 0.4889)  1.419
C (5.2631, -0.7489, -1.4181)  -0.289
C (6.4887, 0.1570, -1.6780)  -0.101
C (5.8677, -2.2668, 1.7119)  -0.291
C (7.3992, -2.1190, 1.5618)  -0.096
C (2.9454, 0.3176, 2.3149)  -0.195
C (3.8196, 0.7577, 1.2848)  -0.160
C (5.1696, 1.0985, 1.6047)  -0.122
C (5.6749, 0.8726, 2.8852)  0.011
C (4.8309, 0.3464, 3.8586)  0.039
C (3.4915, 0.0846, 3.5798)  0.049
H (-1.1594, 4.4679, 4.6984)  0.107
H (-0.1840, 3.0089, 4.7913)  0.073
H (-1.8832, 2.9879, 5.3053)  0.077
H (-0.9407, 3.5089, 2.3827)  0.072
H (-2.6200, 3.4968, 2.9238)  0.098
H (-2.6388, -0.9353, 3.8749)  0.066
H (-3.8444, -0.2073, 2.8149)  0.087
H (-3.1785, 0.8008, 5.6741)  0.084
H (-4.6342, -0.0418, 5.1642)  0.108
H (-4.3370, 1.5852, 4.5770)  0.092
H (0.4043, 0.0553, 4.0781)  0.105
H (4.3457, -0.3449, -1.8454)  0.088
H (5.4172, -1.7638, -1.7985)  0.101
H (6.3162, 1.1936, -1.3927)  0.080
H (6.6589, 0.1497, -2.7570)  0.117
H (7.4046, -0.2107, -1.2140)  0.087
H (5.5251, -3.2485, 1.3701)  0.100
H (5.5136, -2.1095, 2.7287)  0.074
H (7.7456, -2.3650, 0.5578)  0.093
H (7.8509, -2.8425, 2.2435)  0.118
H (7.7670, -1.1309, 1.8389)  0.080
H (3.4221, 1.1532, 0.3531)  0.144
H (5.7833, 1.5852, 0.8489)  0.141
H (6.6967, 1.1420, 3.1259)  0.157
H (5.2014, 0.1799, 4.8639)  0.156
H (2.8642, -0.2674, 4.3897)  0.146
N (-2.8195, -1.3740, -0.5585)  0.220
C (-2.2950, -1.9583, 0.5376)  -0.361
N (-2.7237, -3.0318, 1.1146)  0.157
N (-1.8768, -3.2718, 2.1608)  0.065
N (-0.9707, -2.4355, 2.3032)  0.032
N (-1.1552, -1.4571, 1.2410)  -0.178
C (-2.2823, -0.2695, -1.1756)  -0.402
N (-2.5443, 0.1844, -2.3536)  0.166
N (-1.6579, 1.2108, -2.5462)  0.057
N (-0.8774, 1.3754, -1.5740)  -0.006
N (-1.2487, 0.4227, -0.5969)  -0.217
H (-3.5561, -1.8824, -1.0485)  0.207

Values from the calculation:
E_LUMO, eV: -14.9
Energy above the lowest of the compared OMol25 structures with the same formula, charge and spin, kJ/mol: 10.3
HOMO energy, hartree: -0.76135
Gap between HOMO and LUMO, eV: 5.83
Net charge: +4

Record 4
Entry from OMol25: a molecular structure, C18H27N2O3RhS6 (the ωB97M-V functional and the def2-TZVPD basis).

Last column: Löwdin charge in e.
CARTESIAN COORDINATES (ANGSTROEM)
Rh (-0.4963, 0.2343, 0.7527)  0.653
C (-3.6715, -0.5601, 1.3717)  -0.407
C (-3.6662, 0.9572, 1.3377)  -0.485
S (-2.0799, 1.7058, 1.7649)  0.930
C (-1.9840, 1.2749, 3.5399)  -0.429
C (-0.6336, 0.7247, 3.9139)  -0.447
S (-0.0966, -0.6607, 2.8825)  0.975
C (-1.3578, -1.9451, 3.0822)  -0.426
C (-1.7212, -2.5350, 1.7342)  -0.439
S (-2.2215, -1.2901, 0.5201)  0.959
H (-4.5587, -0.9277, 0.8555)  0.105
H (-3.6960, -0.9586, 2.3832)  0.075
H (-4.4365, 1.3731, 1.9881)  0.111
H (-3.8654, 1.3115, 0.3305)  -0.006
H (-2.7994, 0.5898, 3.7664)  0.082
H (-2.1638, 2.1915, 4.1017)  0.105
H (-0.5886, 0.4453, 4.9669)  0.111
H (0.1447, 1.4679, 3.7306)  0.084
H (-2.2131, -1.5323, 3.6122)  0.078
H (-0.9268, -2.7222, 3.7140)  0.107
H (-2.5278, -3.2630, 1.8309)  0.111
H (-0.8717, -3.0406, 1.2720)  0.097
O (3.1499, -2.3035, 0.6352)  0.069
C (3.3199, -2.2281, -0.7097)  -0.250
C (4.4850, -2.8048, -1.2081)  0.004
C (4.7523, -2.7750, -2.5597)  -0.043
C (3.8632, -2.1692, -3.4492)  -0.065
C (2.7135, -1.5951, -2.9643)  -0.020
C (2.4174, -1.6077, -1.5897)  -0.093
C (1.1974, -0.9289, -1.1375)  -0.406
O (0.9065, -1.0005, 0.1656)  -0.300
N (0.4525, -0.2550, -1.9536)  0.036
N (-0.6167, 0.4313, -1.3214)  -0.227
C (-1.5452, 0.7108, -2.1778)  -0.908
S (-2.8514, 1.8094, -1.8309)  0.971
C (-3.3477, 2.0137, -3.5672)  -0.469
C (-3.1163, 0.6865, -4.2525)  -0.486
S (-1.4520, 0.1094, -3.8058)  1.016
H (2.2968, -1.9012, 0.8490)  0.059
H (5.1603, -3.2788, -0.5087)  0.129
H (5.6605, -3.2305, -2.9316)  0.119
H (4.0762, -2.1517, -4.5086)  0.112
H (2.0101, -1.1229, -3.6364)  0.111
H (-2.7327, 2.8027, -3.9965)  0.090
H (-4.3929, 2.3171, -3.5874)  0.095
H (-3.1613, 0.7832, -5.3360)  0.096
H (-3.8401, -0.0608, -3.9302)  0.086
C (3.3370, 2.3870, 1.8076)  -0.213
S (2.4042, 1.5497, 0.5542)  0.969
C (2.4330, 2.7648, -0.7418)  -0.207
O (0.9497, 1.6442, 1.1198)  -0.665
H (2.8716, 3.3461, 2.0294)  0.077
H (4.3489, 2.5216, 1.4230)  0.082
H (3.3697, 1.7474, 2.6873)  0.069
H (3.4110, 2.7161, -1.2220)  0.081
H (2.2370, 3.7568, -0.3385)  0.076
H (1.6646, 2.4755, -1.4581)  0.058

Values from the calculation:
E_LUMO, eV: -6.3
Energy above the lowest of the compared OMol25 structures with the same formula, charge and spin, kJ/mol: 28.5
HOMO energy, hartree: -0.47575
Gap between HOMO and LUMO, eV: 6.61
Net charge: +2